77
Properties=species:S:1:pos:R:3:mulliken_charge:R:1 method="wB97M-V/def2-TZVPD" lumo_ev=-0.180 smiles="O=C1OCC[C@@H]1OB(O)O.CC(C)O.CC(C)O.CC(C)O.CC(C)O.CC(C)O" e_homo_ev=-9.80 total_energy_ev=-41616.1707 orbital_gap_ha=0.353
O 1.1138 -4.1569 3.1258 -0.5941
C 1.5291 -3.7671 1.9169 0.4629
O 2.6173 -2.7634 1.9111 -0.2114
C 3.2487 -2.8487 0.5571 -0.3426
C 2.6153 -4.1599 -0.2647 -0.6022
C 1.1043 -4.2163 0.3984 0.0589
O 0.3585 -3.2925 -0.4708 -0.4470
B -0.8171 -2.7226 0.2200 0.7269
O -0.7247 -1.3117 0.7306 -0.4000
O -2.1155 -3.4289 0.4247 -0.5885
H 4.4343 -2.8461 0.5411 0.2936
H 2.7722 -1.8823 0.0444 0.2032
H 2.3749 -3.7791 -1.3544 0.2785
H 3.2014 -5.1727 -0.2201 0.3201
H 0.7639 -5.3325 0.4962 0.2558
H 0.1597 -1.1868 1.2204 0.2121
H -1.8681 -4.4165 0.3793 0.3152
C 3.6205 -0.5120 4.8017 -1.0256
C 2.4711 -0.4412 5.7943 0.4594
C 2.6383 -1.4608 6.9097 -1.3908
O 1.2430 -0.6841 5.1129 -0.4569
H 3.6681 -1.4984 4.3269 0.1853
H 3.4805 0.2187 3.9981 0.2313
H 4.5786 -0.3140 5.2924 0.4089
H 2.4151 0.5659 6.2216 0.2951
H 2.6511 -2.4809 6.5096 0.3208
H 1.7977 -1.4068 7.6097 0.3354
H 3.5669 -1.2912 7.4636 0.3903
H 1.2836 -1.5763 4.7302 0.2962
C -2.1024 -0.6614 -3.4892 -0.5929
C -2.4794 0.6531 -2.8248 0.3537
C -1.2647 1.3345 -2.2152 -0.9701
O -3.4442 0.4071 -1.8049 -0.5814
H -1.6771 -1.3609 -2.7607 -0.0839
H -2.9882 -1.1465 -3.9126 0.1339
H -1.3727 -0.5041 -4.2896 0.3450
H -2.9435 1.3180 -3.5614 0.2816
H -0.8097 0.7058 -1.4415 0.0544
H -1.5531 2.2731 -1.7299 0.2947
H -0.5099 1.5517 -2.9774 0.3956
H -3.0409 -0.1826 -1.1464 0.3512
C -4.8613 -1.7278 -8.4578 -1.2355
C -4.6301 -2.2443 -7.0467 0.3501
C -5.5190 -1.5287 -6.0420 -1.1728
O -3.2637 -2.0500 -6.6907 -0.5325
H -4.6255 -0.6600 -8.5279 0.3222
H -4.2062 -2.2430 -9.1683 0.3118
H -5.9004 -1.8771 -8.7675 0.3667
H -4.8280 -3.3211 -7.0118 0.2708
H -5.3065 -0.4538 -6.0264 0.2901
H -5.3330 -1.9020 -5.0292 0.2808
H -6.5778 -1.6721 -6.2792 0.4004
H -3.0790 -1.0966 -6.7190 0.3545
C 0.0915 2.2380 4.0947 -1.1445
C -0.4553 2.6733 2.7445 0.8424
C -1.6866 3.5512 2.9019 -1.4808
O -0.7926 1.5202 1.9776 -0.2938
H -0.6503 1.6501 4.6468 0.3409
H 0.9698 1.5968 3.9655 0.1390
H 0.3750 3.1025 4.7030 0.4363
H 0.3179 3.2191 2.1928 -0.2296
H -2.4914 3.0099 3.4118 0.3877
H -2.0764 3.8468 1.9219 0.3586
H -1.4563 4.4551 3.4744 0.3695
H -1.4786 1.0293 2.4598 0.2901
C 3.9414 3.8413 0.9479 -0.9737
C 3.3856 4.2675 -0.4015 0.3404
C 2.4519 5.4596 -0.2649 -1.0802
O 2.6773 3.1775 -0.9861 -0.5146
H 3.1355 3.5384 1.6258 0.1008
H 4.6019 2.9749 0.8358 0.3026
H 4.5055 4.6536 1.4168 0.3729
H 4.2107 4.5216 -1.0759 0.2849
H 1.5931 5.2141 0.3700 0.1766
H 2.0498 5.7475 -1.2422 0.3085
H 2.9713 6.3204 0.1676 0.3767
H 1.9428 2.9451 -0.3941 0.3104